1.
Formula: C27H40N2O3
Source: the OMol25 dataset
Level of theory: the ωB97M-V functional and the def2-TZVPD basis

- ΔE to the lowest compared entry with this formula, charge and spin (kcal per mole) = 1.2
- multiplicity = 1
- SMILES = CCN(Cc1ccc(OC)c(COC)c1)C[C@@H]1CCCN(CCc2cccc(OC)c2)C1

The geometry in XYZ format:
```
72
C27H40N2O3 the ωB97M-V functional and the def2-TZVPD basis
C -0.35820 -1.14544 3.68810
H 0.50302 -1.63005 4.14344
H -0.65732 -0.30966 4.31506
H -1.17865 -1.85789 3.65742
C -0.01803 -0.63635 2.28108
N 0.46796 -1.62478 1.34383
C 1.76332 -2.19918 1.65517
H 1.67738 -3.23660 2.01269
C 2.66979 -2.15344 0.41756
C 3.98052 -2.90592 0.62273
C 4.83871 -2.74188 -0.62680
C 5.04831 -1.26281 -0.93641
N 3.77150 -0.60014 -1.13833
C 3.94025 0.77506 -1.56940
H 4.24576 1.42752 -0.73194
C 2.68130 1.34198 -2.24495
C 1.60533 1.81117 -1.30442
C 1.87517 2.82259 -0.38732
C 0.89200 3.26375 0.48745
C -0.38231 2.69785 0.43253
C -0.65613 1.71199 -0.49108
C 0.32980 1.26914 -1.35680
H 0.10723 0.48972 -2.06807
H -1.64370 1.27841 -0.54100
H -1.13374 3.05492 1.11910
O 1.06553 4.24060 1.42608
C 2.32300 4.85937 1.52792
H 2.59652 5.37360 0.60041
H 2.22827 5.59146 2.32862
H 3.10700 4.14031 1.78857
H 2.86265 3.25797 -0.37045
H 2.99292 2.19034 -2.86145
H 2.28093 0.57165 -2.90439
H 4.74706 0.78639 -2.30823
C 2.96730 -0.69795 0.06547
H 2.02148 -0.18312 -0.09452
H 3.48168 -0.21615 0.92080
H 5.63876 -1.16295 -1.85175
H 5.61860 -0.79545 -0.11032
H 4.33513 -3.20879 -1.47457
H 5.80877 -3.22467 -0.49316
H 3.79005 -3.96373 0.81662
H 4.50665 -2.49424 1.48818
H 2.13659 -2.59918 -0.42663
H 2.23588 -1.61695 2.45011
C -0.51942 -2.60661 0.91981
C -1.57516 -1.96003 0.06575
C -1.35776 -1.75480 -1.28672
C -2.30384 -1.12358 -2.07655
C -3.49050 -0.66369 -1.51865
C -3.72577 -0.86814 -0.15250
C -2.77426 -1.52067 0.61100
H -2.98738 -1.67643 1.65886
C -5.00322 -0.37609 0.48625
O -4.85414 -0.00436 1.83839
C -4.11228 1.17647 2.01378
H -3.08560 1.07082 1.64484
H -4.58640 2.02015 1.49602
H -4.09241 1.37318 3.08411
H -5.40344 0.46170 -0.10203
H -5.74684 -1.18017 0.48927
O -4.47321 -0.01386 -2.21363
C -4.25885 0.26232 -3.57581
H -3.37380 0.88952 -3.72533
H -5.14373 0.80348 -3.90782
H -4.15855 -0.65676 -4.16224
H -2.10297 -0.98807 -3.12784
H -0.43463 -2.09230 -1.73369
H -0.99166 -3.12073 1.77412
H 0.00551 -3.35760 0.32517
H 0.74677 0.14266 2.35326
H -0.90532 -0.17818 1.83833
```

2.
Formula: C16H20BrO3Re
Source: the OMol25 dataset
Level of theory: the ωB97M-V functional and the def2-TZVPD basis

- multiplicity = 2
- calculated total energy (hartree) = -3498.49164
- charge = +3
- <S²> = 0.9142

The geometry in XYZ format:
```
41
C16H20BrO3Re the ωB97M-V functional and the def2-TZVPD basis
Re 0.00046 -0.29479 0.01752
C 2.25444 -0.45385 -2.07905
O 1.76899 0.11269 -0.79542
C 2.26819 1.48678 -0.48734
C 1.23854 2.47581 -0.96216
O -0.00052 1.96317 -0.42283
C -1.23853 2.47453 -0.96563
C -2.26832 1.48520 -0.49190
O -1.76788 0.11132 -0.79876
C -2.25695 -0.45826 -2.07968
H 3.33002 -0.30401 -2.10030
H 1.76254 0.06203 -2.90014
H 2.02462 -1.51374 -2.06192
H 3.24659 1.61148 -0.94719
H 2.38110 1.51411 0.59450
H 1.16469 2.55239 -2.04924
H 1.46193 3.46052 -0.54896
H -1.16222 2.54973 -2.05266
H -1.46344 3.45964 -0.55418
H -3.24623 1.60922 -0.95294
H -2.38261 1.51313 0.58981
H -3.33297 -0.31116 -2.09699
H -2.02432 -1.51746 -2.06218
H -1.76937 0.05786 -2.90317
Br 0.00579 -0.40059 2.44692
C 0.00256 -2.31695 2.62975
C 0.00271 -2.89152 3.88520
C 0.00075 -4.28514 3.95364
C -0.00108 -5.03641 2.78993
C -0.00116 -4.40984 1.52748
C -0.00255 -5.15753 0.33932
C -0.00221 -4.52463 -0.92030
C -0.00072 -3.15704 -1.00010
C 0.00014 -2.29806 0.15210
C 0.00047 -2.99175 1.43066
H 0.00428 -2.29563 4.78962
H 0.00081 -4.77126 4.91976
H -0.00244 -6.11808 2.84694
H -0.00363 -6.24095 0.39208
H -0.00304 -5.13158 -1.81587
H -0.00024 -2.71422 -1.99151
```

3.
Formula: C4H9NO
Source: the OMol25 dataset
Level of theory: the ωB97M-V functional and the def2-TZVPD basis

- ΔE to the lowest compared entry with this formula, charge and spin (kcal per mole) = 5.0
- multiplicity = 1
- SMILES = CCNC(C)=O

The geometry in XYZ format:
```
15
C4H9NO the ωB97M-V functional and the def2-TZVPD basis
C -2.20014 0.43541 0.32993
C -1.22547 -0.34467 -0.54255
N 0.14270 0.12504 -0.42552
C 1.12338 -0.60670 0.17221
O 0.95571 -1.71971 0.64312
C 2.46549 0.09876 0.18540
H -3.21843 0.04685 0.21419
H -2.20882 1.49596 0.05543
H -1.91671 0.35030 1.38286
H -1.20247 -1.39427 -0.23665
H -1.54213 -0.30122 -1.59157
H 0.42242 1.03205 -0.77060
H 3.19221 -0.52267 -0.34922
H 2.79397 0.21612 1.22343
H 2.41828 1.08874 -0.29045
```

4.
Formula: C20H40AgIO10S5
Source: the OMol25 dataset
Level of theory: the ωB97M-V functional and the def2-TZVPD basis

- ΔE to the lowest compared entry with this formula, charge and spin (kcal per mole) = 13.2
- multiplicity = 1

The geometry in XYZ format:
```
77
C20H40AgIO10S5 the ωB97M-V functional and the def2-TZVPD basis
Ag 0.11778 -1.00487 0.40809
I -0.20202 -3.42975 2.06392
C -1.05102 3.72303 -1.96153
C -1.02744 3.60312 -0.40839
C 0.41312 3.37650 0.01530
S 1.05538 2.18859 -1.24795
O 0.97385 0.81945 -0.77549
O 2.29746 2.70269 -1.77400
C -0.26715 2.50537 -2.46060
H -0.56528 4.67935 -2.14985
H -2.10925 3.74125 -2.21202
H -1.57843 2.73612 -0.03068
H -1.46858 4.47888 0.06888
H 0.42006 2.93184 1.01119
H 1.09034 4.22914 0.03506
H -0.96111 1.66815 -2.37152
H 0.11642 2.58137 -3.47265
C -3.78336 2.19262 3.17671
C -3.84659 0.93892 2.27991
C -2.90880 -0.04796 2.96824
S -1.41502 0.92525 3.12884
O -0.85875 0.97989 1.79373
O -0.62097 0.55423 4.27227
C -2.31250 2.47452 3.54510
H -4.30970 1.96882 4.10287
H -4.28872 3.02409 2.68501
H -3.47591 1.12402 1.26859
H -4.86210 0.56179 2.16776
H -2.64013 -0.94543 2.40869
H -3.24779 -0.28524 3.97694
H -1.73071 3.27810 3.09697
H -2.21860 2.51860 4.62725
C 3.62147 2.29370 1.83283
C 2.67656 1.84056 2.95617
C 3.18169 0.49081 3.46807
S 3.43895 -0.36630 1.88931
O 2.15278 -0.69922 1.34140
O 4.41910 -1.42880 1.99986
C 4.07974 1.08328 1.02669
H 4.44359 2.90477 2.21481
H 3.14416 3.06069 1.21234
H 1.66374 1.68959 2.57365
H 2.62256 2.57267 3.76135
H 2.51491 -0.15097 4.03829
H 4.16518 0.59864 3.92635
H 3.80636 0.99035 -0.02225
H 5.16234 0.97668 1.11478
C 2.43416 -5.65311 -1.67566
C 3.51906 -5.14857 -0.70726
C 3.21237 -3.71901 -0.31205
S 2.42118 -2.92466 -1.75086
O 3.41195 -2.58503 -2.76061
O 1.43164 -2.00102 -1.23975
C 1.63344 -4.50474 -2.30653
H 1.69766 -6.24051 -1.12283
H 2.83563 -6.33560 -2.42269
H 4.45596 -5.20253 -1.26839
H 3.55304 -5.80775 0.15535
H 4.00640 -3.09628 0.08818
H 2.42863 -3.79040 0.45182
H 1.49480 -4.48166 -3.38305
H 0.66314 -4.41688 -1.81190
C -2.81401 -0.75493 -4.15592
C -3.55425 0.35443 -3.42211
C -4.11744 -0.27505 -2.14926
S -2.77988 -1.40336 -1.57808
O -3.31001 -2.75339 -1.42891
O -1.97551 -0.76734 -0.54505
C -1.85180 -1.39694 -3.16644
H -2.27716 -0.44411 -5.05342
H -3.47611 -1.54658 -4.52219
H -4.31245 0.83301 -4.04229
H -2.83037 1.15895 -3.25020
H -4.90391 -0.91948 -2.54319
H -4.45482 0.41283 -1.38235
H -1.44391 -2.40058 -3.27934
H -0.92504 -0.83857 -2.98534
```

5.
Formula: C38H45F2N2S4SiSn
Source: the OMol25 dataset
Level of theory: the ωB97M-V functional and the def2-TZVPD basis

- ΔE to the lowest compared entry with this formula, charge and spin (kcal per mole) = 27.9
- multiplicity = 1
- charge = +1

The geometry in XYZ format:
```
93
C38H45F2N2S4SiSn the ωB97M-V functional and the def2-TZVPD basis
Sn 13.63610 11.63281 11.00827
C 7.18220 16.05665 12.99221
C 8.21639 15.94924 11.83338
C 9.57312 16.51536 12.17557
C 7.62745 16.75672 10.60170
C 8.40076 14.52476 11.43044
C 7.24638 13.83658 10.92815
C 7.32148 12.56088 10.36718
C 8.54060 11.89247 10.47978
S 8.89270 10.36412 9.87308
C 10.52050 10.52449 10.54126
N 10.81462 11.68618 11.09131
C 9.71900 12.50945 11.01003
C 9.62037 13.82973 11.47625
C 11.44173 9.41472 10.63163
C 10.99908 8.09883 10.43150
C 11.82578 7.01952 10.78591
C 13.00689 7.25175 11.46072
C 13.42721 8.56023 11.67288
C 12.72473 9.62674 11.11495
H 7.09673 17.13251 13.16835
H 7.49021 15.46195 13.87966
H 6.19872 15.71260 12.58754
H 9.51598 17.53648 12.53032
H 10.22535 16.57830 11.28871
H 10.09442 15.94373 12.98607
H 7.44024 17.83029 10.84219
H 6.60694 16.40636 10.29230
H 8.33733 16.72628 9.75417
H 6.31600 14.38748 10.90785
H 6.43833 12.10488 9.90296
H 10.51510 14.37466 11.78909
H 9.97796 7.89891 10.03669
H 11.54842 6.03390 10.52637
H 13.50206 6.38053 11.86180
H 14.32721 8.76944 12.24289
C 11.62638 17.35461 7.36191
C 13.10448 17.68596 7.43262
S 14.03056 16.72704 8.62621
C 15.20634 15.86509 7.59466
C 14.62488 14.80679 6.65902
S 13.89713 13.42028 7.55104
C 12.23260 13.43689 6.83198
C 11.40999 14.61606 7.33529
S 11.19047 16.01000 6.19780
H 11.01827 18.21754 6.98457
H 11.35439 17.00480 8.34405
H 13.25879 18.72908 7.77760
H 13.54342 17.63592 6.41658
H 15.88937 15.41562 8.32605
H 15.80827 16.53988 7.01455
H 15.38394 14.42107 5.96084
H 13.86170 15.26938 6.00201
H 11.84082 12.50390 7.23852
H 12.30246 13.36712 5.73147
H 11.93642 14.93137 8.29729
H 10.36716 14.29642 7.58301
C 15.67855 9.66824 8.44462
Si 16.71752 9.84271 9.96438
C 18.46506 10.42408 9.59575
C 16.87193 8.15187 10.71635
N 15.87526 11.17228 10.99045
C 16.80139 11.95788 11.66012
C 17.62055 11.41648 12.68170
C 18.59027 12.18198 13.36023
C 18.66641 13.54955 13.06671
C 17.82930 14.11358 12.10312
C 16.92798 13.38165 11.39330
F 16.09864 14.05826 10.53346
H 14.78902 9.05542 8.60309
H 16.24585 9.16936 7.63692
H 15.31328 10.61256 7.98444
H 19.09021 10.13637 10.45571
H 18.60064 11.47557 9.38081
H 18.85638 9.83663 8.77983
H 16.19781 7.48061 10.22690
H 16.66480 8.07519 11.79256
H 17.89616 7.87046 10.57758
H 17.53676 10.38338 12.91697
H 19.21198 11.76304 14.13418
H 19.30449 14.20229 13.63968
H 17.87105 15.18676 11.83630
F 12.68679 11.89233 17.10537
C 13.13708 12.01623 15.83078
C 14.16174 11.18034 15.40943
C 14.32701 11.17939 14.01735
C 13.60727 12.02151 13.15186
C 12.71942 12.97296 13.67953
C 12.46779 13.00573 15.03474
H 14.66496 10.49832 16.04556
H 15.13820 10.61920 13.53524
H 12.25389 13.68574 13.00729
H 11.87820 13.76299 15.52261
```

6.
Formula: C5H8N2
Source: the OMol25 dataset
Level of theory: the ωB97M-V functional and the def2-TZVPD basis

- ΔE to the lowest compared entry with this formula, charge and spin (kcal per mole) = 83.8
- multiplicity = 1

The geometry in XYZ format:
```
15
C5H8N2 the ωB97M-V functional and the def2-TZVPD basis
C -2.32905 -0.03332 -0.47933
N -0.98515 0.31148 0.01434
C -0.52461 -0.25663 1.27857
N 0.72736 -0.44892 1.25205
C 1.18340 -0.07791 -0.05341
C 2.65868 -0.08998 -0.30262
C 0.23128 0.28676 -0.95854
H -2.49108 0.52933 -1.39862
H -2.38400 -1.10132 -0.69158
H -3.07789 0.23686 0.27206
H -1.21086 -0.43755 2.09962
H 3.18101 0.57007 0.40181
H 3.08500 -1.09283 -0.19289
H 2.85118 0.26944 -1.31652
H -0.91527 1.33453 0.07507
```

The following max |F| values (in Eh/bohr) correspond, in order, to the records above: 0.011; 0.014; 0.008; 0.051; 0.073; 0.010.